Density functional theory data (wB97M-V/def2-TZVPD) for C22H30EuO2Si as an isolated structure at a distorted geometry.

```
56
Properties=species:S:1:pos:R:3
C 0.7641 1.8499 1.4590
C 1.1648 2.3161 0.1669
C -0.0173 2.5327 -0.6168
H 2.1880 2.5429 -0.1428
C -1.1505 2.1735 0.1904
C -0.6642 1.7628 1.4758
H -1.2772 1.4920 2.3400
H 1.4214 1.6477 2.3033
H -0.0571 2.9251 -1.6355
H -2.2035 2.2774 -0.0893
Eu 0.1177 -0.1754 -0.4218
C -0.5814 -1.0241 -3.4915
H -1.3293 -0.2473 -3.1758
H -0.5080 -1.5779 -2.5212
H 0.3377 -0.4218 -3.4565
Si -0.4788 -1.8332 -5.7872
C 1.2478 -1.7369 -6.4296
C 1.9199 -0.5024 -6.2720
H 1.3881 0.3637 -5.8355
C 3.2632 -0.3757 -6.6592
H 3.7745 0.5700 -6.4657
C 3.9359 -1.4428 -7.2680
H 4.9815 -1.3323 -7.5538
C 3.2528 -2.6414 -7.4950
H 3.7737 -3.4730 -7.9749
C 1.9105 -2.7950 -7.0955
H 1.3705 -3.7342 -7.2969
C -1.5331 -0.4612 -6.4451
C -1.3189 0.1698 -7.6829
H -0.5505 -0.2140 -8.3704
C -2.0825 1.3029 -8.0140
H -1.8937 1.8030 -8.9597
C -3.0583 1.7936 -7.1460
H -3.6187 2.6916 -7.3948
C -3.3121 1.1201 -5.9456
H -4.0625 1.4924 -5.2496
C -2.5907 -0.0304 -5.6118
H -2.7956 -0.5707 -4.6709
H -0.5960 -2.1197 -4.2283
H -1.0800 -3.0844 -6.2546
C -2.6195 -1.1916 1.3808
O -1.3593 -1.6403 0.8228
C -0.9443 -2.9990 1.1578
C 0.4802 -3.1878 0.6832
O 1.2798 -1.9357 0.7242
C 1.6953 -1.6895 2.0930
H -3.0114 -0.3812 0.7325
H -2.4621 -0.7717 2.3985
H -3.3148 -2.0522 1.4368
H -0.9957 -3.0926 2.2427
H -1.6483 -3.6747 0.6721
H 0.5011 -3.5136 -0.3500
H 0.9602 -3.9432 1.3095
H 0.9064 -1.2065 2.6968
H 1.9760 -2.6318 2.6010
H 2.5223 -0.9926 2.0317
```

As for the spin multiplicity: 7. The orbital gap (alpha / beta) comes out at 6.16 / 5.93 eV. Its highest occupied orbital energy (alpha / beta) is -8.8 / -9.0 eV. The net charge is +1. The energy above the lowest of the compared OMol25 structures with the same formula, charge and spin is 0.0 kJ/mol.


Density functional theory data (wB97M-V/def2-TZVPD) for C2H4N4 in the gas phase at a distorted geometry.

```
10
Properties=species:S:1:pos:R:3
C -2.2279 -0.0509 -0.0539
C 2.0128 -0.2792 0.1747
N -1.3279 0.9559 0.1527
N -1.3834 -1.0453 -0.0226
N -0.4548 -0.1105 0.2790
N 0.7796 0.1327 -0.1349
H -3.3190 0.0541 -0.2367
H 2.7560 0.4412 -0.1674
H 2.3210 -1.0998 0.6627
H 0.8437 1.0016 -0.6536
```

The orbital gap (alpha / beta) comes out at 6.80 / 6.80 eV. Its highest occupied orbital energy (alpha / beta) is -7.8 / -7.8 eV. The energy above the lowest of the compared OMol25 structures with the same formula, charge and spin is 687.3 kJ/mol.


Density functional theory data (wB97M-V/def2-TZVPD) for C7H18N2O as an isolated structure at a distorted geometry.

```
28
Properties=species:S:1:pos:R:3
C 0.1023 -0.8569 0.3663
C 0.5839 0.3363 -0.4815
C -1.7781 -0.2885 0.5677
C 1.0198 -1.2479 1.5002
C 1.6703 -0.0484 -1.5031
C 1.1078 1.4950 0.3712
C -1.9497 0.7071 1.6843
N -0.6684 0.8134 -1.1379
N -1.1311 0.1535 -2.3084
O -0.1226 -2.0015 -0.4748
H 0.6976 -2.5108 -0.5535
H -0.6320 1.8091 -1.3397
H -0.4222 0.1751 -3.0426
H -1.2616 -0.8257 -2.0654
H -2.0026 -1.3094 0.8589
H -2.5139 -0.1279 -0.2171
H 1.1360 -0.4483 2.2285
H 0.6008 -2.1082 2.0246
H 2.0238 -1.5321 1.1398
H 2.0519 1.2253 0.8394
H 2.5704 -0.3572 -0.9712
H 1.3577 -0.8762 -2.1379
H 1.9197 0.7964 -2.1494
H 1.2678 2.3763 -0.2542
H 0.4110 1.7585 1.1604
H -1.7122 1.7182 1.3555
H -1.3279 0.4565 2.5406
H -2.9986 0.7184 1.9994
```

The orbital gap comes out at 8.79 eV. Its highest occupied orbital energy is -8.0 eV. The energy above the lowest of the compared OMol25 structures with the same formula, charge and spin is 374.3 kJ/mol.


Density functional theory data (wB97M-V/def2-TZVPD) for a 12-piece molecular cluster, C38H59NO36S6 overall at a distorted geometry.

```
140
Properties=species:S:1:pos:R:3
O -8.5831 -3.5887 -0.0101
N -7.4073 -3.8023 -0.1228
O -6.8621 -4.7846 -0.6081
C -6.3571 -2.9335 0.5834
C -5.0044 -3.3788 0.7995
C -4.0862 -2.5609 1.4597
C -4.5221 -1.2354 1.7574
C -5.8081 -0.7344 1.5189
C -6.6609 -1.5980 0.9210
H -4.7331 -4.3983 0.5685
H -3.0457 -2.8490 1.4892
H -3.8388 -0.4700 2.0942
H -5.9652 0.3131 1.7299
H -7.6267 -1.3294 0.5190
O -3.4921 -2.7638 5.5476
S -2.4014 -1.7215 5.5728
O -2.7745 -0.3083 5.6228
O -1.2538 -2.0110 6.7632
C 0.0999 -1.7720 6.3005
C -0.0719 -1.5653 4.7942
O -1.2799 -2.1523 4.4673
H 0.5247 -0.8509 6.6995
H 0.7582 -2.6086 6.5350
H 0.6342 -2.1983 4.2568
H -0.0587 -0.4920 4.6044
O -1.3221 -6.9860 -4.3790
S -2.5807 -6.8532 -3.5970
O -3.2194 -8.0597 -3.0146
O -2.4741 -5.7220 -2.3982
C -3.6021 -4.8377 -2.4975
C -3.9787 -4.6273 -3.9218
O -3.7224 -6.0019 -4.3993
H -4.3992 -5.2057 -1.8515
H -3.3620 -3.8688 -2.0597
H -3.3558 -3.9135 -4.4610
H -5.0197 -4.3275 -4.0428
O -1.6267 4.1215 3.7753
S -1.9861 4.2146 2.3123
O -1.9206 3.0075 1.5092
O -3.3738 5.0483 2.0906
C -3.2684 6.4469 2.2799
C -1.8147 6.6830 1.7688
O -1.0704 5.4594 1.7111
H -4.0964 6.9598 1.7905
H -3.3503 6.6709 3.3435
H -1.2772 7.3211 2.4703
H -1.9979 7.1162 0.7855
O 3.4309 -0.7127 -7.0807
S 2.1197 -1.3041 -6.6899
O 1.5959 -2.4163 -7.5026
O 1.8614 -1.6765 -5.1744
C 1.5817 -0.5029 -4.4383
C 0.6610 0.3311 -5.3219
O 0.9616 -0.0095 -6.6751
H 1.1120 -0.8055 -3.5024
H 2.4969 0.0671 -4.2777
H 0.6040 1.4051 -5.1450
H -0.3221 -0.0565 -5.0548
O 7.1181 -2.3855 1.7968
S 6.5318 -1.0384 1.8211
O 7.4254 0.1055 1.9827
O 5.5685 -0.8790 0.5014
C 4.2931 -1.3306 0.7067
C 4.0817 -1.5901 2.2328
O 5.2096 -0.9179 2.8613
H 3.5476 -0.6124 0.3654
H 4.1889 -2.1990 0.0562
H 4.1017 -2.6234 2.5792
H 3.1850 -1.1196 2.6360
O -1.5623 -2.0822 -1.3119
S -0.6023 -1.9662 -0.2261
O -0.0002 -3.1573 0.3668
O 0.6281 -0.8912 -0.5450
C 0.5031 0.3145 0.1006
C -0.3036 0.0459 1.3989
O -1.2619 -0.8934 0.9922
H 1.5819 0.3424 0.2543
H 0.0487 0.9541 -0.6560
H -0.8093 0.9475 1.7444
H 0.3776 -0.4818 2.0664
O 5.3310 5.7124 -0.9818
C 5.2921 4.5237 -0.7573
C 5.0014 3.7185 0.5042
C 4.9548 2.2731 -0.0438
C 5.7862 2.2557 -1.2760
O 5.7223 3.7137 -1.7608
H 5.8384 3.8348 1.1926
H 4.0489 3.9921 0.9579
H 5.3794 1.4842 0.5770
H 3.9538 1.9768 -0.3573
H 6.8017 1.9949 -0.9778
H 5.2179 1.5211 -1.8465
O 0.7240 2.1519 -2.7992
C 0.7895 3.1609 -2.1213
C 0.3684 4.5970 -2.4035
C 1.3185 5.3781 -1.6000
C 1.6322 4.4815 -0.4106
O 1.5706 3.1788 -0.9846
H 0.7864 4.7650 -3.3961
H -0.6448 4.9874 -2.3084
H 2.3281 5.4274 -2.0078
H 1.0346 6.2929 -1.0798
H 2.5797 4.6352 0.1059
H 0.9266 4.8091 0.3529
O -5.3942 -0.7984 -2.7022
C -4.6031 0.1439 -2.7715
C -4.1478 1.1563 -1.6969
C -3.2023 2.0940 -2.5001
C -3.0037 1.4912 -3.9063
O -3.9586 0.3236 -3.9006
H -5.0350 1.6158 -1.2611
H -3.7268 0.5807 -0.8726
H -3.6374 3.0905 -2.4239
H -2.2852 2.1861 -1.9183
H -3.2311 2.2641 -4.6406
H -1.9698 1.1707 -4.0350
O 1.8546 -5.7602 0.7691
C 1.9777 -5.4733 -0.4429
C 1.0090 -5.6735 -1.5921
C 1.6042 -4.8872 -2.7719
C 3.1414 -4.9051 -2.3913
O 3.1324 -5.0468 -0.9601
H 0.7424 -6.7118 -1.7894
H 0.1012 -5.1309 -1.3284
H 1.4021 -5.3822 -3.7218
H 1.2384 -3.8622 -2.8333
H 3.6062 -5.7352 -2.9232
H 3.4773 -3.9163 -2.7034
O 2.9639 1.5001 2.5930
C 2.5687 2.0142 3.6162
C 3.3627 2.7291 4.5812
C 2.2711 3.3790 5.3977
C 0.9804 2.5975 5.1568
O 1.2131 2.0426 3.8915
H 3.9561 1.9693 5.0899
H 3.9853 3.3699 3.9568
H 2.4151 3.5564 6.4635
H 2.1407 4.2863 4.8078
H 0.7933 1.8141 5.8912
H 0.1967 3.3287 5.3552
```

The SMILES is O=[N+]([O-])c1ccccc1.O=S1(=O)OCCO1.O=S1(=O)OCCO1.O=S1(=O)OCCO1.O=S1(=O)OCCO1.O=S1(=O)OCCO1.O=S1(=O)OCCO1.O=C1CCCO1.O=C1CCCO1.O=C1CCCO1.O=C1CCCO1.O=C1CCCO1. The orbital gap comes out at 9.06 eV. Its highest occupied orbital energy is -9.8 eV.